C10H7Cl | wB97M-V/def2-TZVPD

The geometry in XYZ format:
```
18
Properties=species:S:1:pos:R:3:mulliken_charge:R:1
C 1.9438 1.4923 0.5107 -0.69
C 2.0409 0.3939 1.3475 -0.40
C 0.8825 1.4565 -0.4470 -0.44
C 1.1074 -0.6055 1.4148 -0.68
C -0.1023 0.4766 -0.2848 0.14
C -0.0189 -0.6315 0.6402 0.71
C -1.3693 0.4242 -1.0026 0.21
C -1.1543 -1.4656 0.4556 -1.08
C -1.4232 -0.4728 -2.2675 -0.55
C -2.0254 -0.8923 -0.4069 0.09
Cl -3.5180 -1.5120 -0.7803 -0.15
H 2.6900 2.1599 0.5303 0.52
H 2.9400 0.5077 1.9255 0.33
H 0.6128 2.1809 -1.2736 0.32
H 1.1843 -1.4164 2.0313 0.50
H -2.1253 1.3209 -1.1089 0.40
H -1.3169 -2.3360 0.9720 0.58
H -0.3479 -1.0807 -2.2562 0.20
```

Energy relative to the best compared isomer or geometry (same formula, charge and spin) (eV): 4.505
HOMO level (eV): -8.306
HOMO-LUMO gap (eV): 7.51
LUMO energy (Ha): -0.0292



C23H30N3 | wB97M-V/def2-TZVPD

The geometry in XYZ format:
```
56
Properties=species:S:1:pos:R:3:mulliken_charge:R:1
C -1.9408 -2.1949 2.0309 -2.16
C -0.7339 -1.6120 1.3924 0.53
N -0.4944 -0.2918 1.6660 0.65
C 0.7928 0.2768 1.7490 0.79
C 2.0284 -0.3514 1.6845 -0.70
C 3.1658 0.4510 1.8583 -0.69
C 3.0443 1.8305 2.1023 -0.98
C 1.7886 2.4439 2.1913 -0.09
C 0.6536 1.6552 2.0184 0.31
C -0.7489 1.9406 2.1057 0.17
C -1.4528 0.7281 1.9083 0.59
C -2.8377 0.6849 2.0315 -0.60
C -3.5144 1.8758 2.3456 -0.89
C -2.8207 3.0828 2.4965 -0.73
C -1.4275 3.1292 2.3824 -0.55
H -1.7202 -3.2514 2.2344 0.46
H -2.1821 -1.7227 2.9906 0.56
H -2.8169 -2.1182 1.3762 0.53
H 0.1609 -2.2333 1.4788 0.41
H 2.0909 -1.4300 1.5268 0.33
H 4.1553 -0.0088 1.8215 0.45
H 3.9479 2.4241 2.2337 0.37
H 1.6609 3.5026 2.4026 0.43
H -3.3795 -0.2482 1.9047 0.34
H -4.5964 1.8494 2.4746 0.42
H -3.3781 3.9928 2.7155 0.40
H -0.8530 4.0389 2.5052 0.47
C 3.2438 0.8649 -2.0232 -0.78
C 2.5376 2.1181 -1.4631 0.03
C 1.0333 1.8749 -1.6646 -0.83
N 0.9061 0.4502 -1.8612 0.72
C -0.3295 0.0026 -2.4319 -1.63
C -0.4960 -1.4787 -2.1858 0.08
C -1.7452 -2.1093 -2.7726 -0.81
C -1.9280 -3.3816 -1.9282 -0.68
C -0.9863 -3.2274 -0.7269 -0.45
N -0.5713 -1.8084 -0.7524 0.03
C 2.1182 -0.0809 -2.4727 -0.75
H 3.8960 1.1168 -2.8650 0.35
H 3.8398 0.3739 -1.2466 0.26
H 2.7385 2.2156 -0.3924 -0.37
H 2.8553 3.0344 -1.9673 0.52
H 0.4304 2.2000 -0.8022 0.23
H 0.6699 2.4498 -2.5418 0.41
H -1.1824 0.5486 -1.9992 0.44
H -0.3431 0.1413 -3.5360 0.32
H 0.3931 -1.9906 -2.5923 0.38
H -2.5853 -1.4112 -2.6494 0.34
H -1.6232 -2.3064 -3.8440 0.39
H -2.9665 -3.4870 -1.6051 0.33
H -1.6525 -4.2754 -2.4947 0.29
H -1.4857 -3.5102 0.1978 0.21
H -0.1003 -3.8769 -0.8357 0.37
H 0.3867 -1.6706 -0.4239 0.12
H 2.0551 -0.0973 -3.5827 0.33
H 2.2993 -1.1232 -2.1647 0.33
```

Energy relative to the best compared isomer or geometry (same formula, charge and spin) (eV): 1.360
HOMO level (eV): -11.065
HOMO-LUMO gap (eV): 6.88
Net charge: +1
LUMO energy (Ha): -0.1537



Cl2ILi2 | wB97M-V/def2-TZVPD

The geometry in XYZ format:
```
5
Properties=species:S:1:pos:R:3:mulliken_charge:R:1
Li 1.4287 1.2502 1.3557 0.70
Li -0.6139 0.3107 -0.5821 0.71
Cl 1.7116 0.3742 -1.4504 -0.83
Cl -2.1124 -1.2398 -1.5018 -0.88
I -0.4140 -0.6954 2.1785 -0.71
```

Energy relative to the best compared isomer or geometry (same formula, charge and spin) (eV): 0.796
HOMO level (eV): -4.706
HOMO-LUMO gap (eV): 6.26
Net charge: -1
LUMO energy (Ha): 0.0572



C13H21AsCoFSe4 | wB97M-V/def2-TZVPD

The geometry in XYZ format:
```
41
Properties=species:S:1:pos:R:3:mulliken_charge:R:1
Co -0.2068 -1.2374 0.3243 0.15
Se 1.4665 -2.7384 -0.6073 -0.43
Se 0.1120 -4.5226 -1.2734 -0.24
Se -1.4390 -3.3611 -2.5681 -0.32
Se -2.1749 -1.8217 -0.9565 -0.35
F -4.3022 -2.7225 2.8450 -0.36
C -3.0454 -2.2494 2.6743 0.66
C -1.9843 -3.1454 2.7661 -0.71
C -0.7019 -2.6810 2.6090 -0.55
C -0.4320 -1.3013 2.3850 0.25
C 0.8740 -0.8395 1.9785 -0.69
C -1.5510 -0.4473 2.2379 0.25
C -2.8569 -0.9207 2.4140 -0.93
H -2.1859 -4.1970 2.9182 0.39
H 0.1322 -3.3703 2.6383 0.39
H 1.7094 -1.4992 2.1809 0.41
H 1.0844 0.2099 2.1672 0.29
H -1.3911 0.6123 2.0871 0.17
H -3.7106 -0.2626 2.3228 0.40
C 0.2585 3.0275 1.0990 -1.02
C -0.2990 2.5817 -0.2480 -0.89
As 0.3234 0.7937 -0.7996 0.54
C -0.1297 0.9201 -2.6946 -0.74
C 0.5915 -0.1275 -3.5315 -0.94
C 2.2619 1.0954 -0.8421 -0.77
C 2.7411 2.3013 -1.6379 -1.28
H -0.1395 4.0005 1.3967 0.39
H 1.3470 3.1114 1.0715 0.27
H 0.0108 2.3143 1.8861 0.16
H -0.0419 3.2956 -1.0335 0.51
H -1.3896 2.5251 -0.2118 0.50
H 0.0779 1.9374 -3.0388 0.45
H -1.2069 0.7525 -2.7385 0.49
H 1.6736 0.0277 -3.5298 0.24
H 0.2506 -0.0967 -4.5691 0.38
H 0.4052 -1.1308 -3.1460 0.13
H 2.6782 0.1649 -1.2336 0.49
H 2.5824 1.1527 0.2002 0.41
H 2.4353 2.2335 -2.6840 0.25
H 3.8313 2.3782 -1.6198 0.42
H 2.3413 3.2363 -1.2381 0.25
```

HOMO level (alpha / beta) (eV): -3.377 / -3.426
HOMO-LUMO gap (alpha / beta) (eV): 6.22 / 6.27
Net charge: -1
Multiplicity: 2
LUMO energy (alpha / beta) (Ha): 0.1043 / 0.1044



C2H3OPS | wB97M-V/def2-TZVPD

The geometry in XYZ format:
```
8
Properties=species:S:1:pos:R:3:mulliken_charge:R:1
C -0.5227 0.2216 -0.1997 -0.10
C -0.7670 -1.0801 0.2305 -0.42
O 2.1354 0.5957 0.6224 -0.50
P 0.9929 0.8857 -0.2510 0.55
S 0.2121 -1.8399 1.3904 -0.19
H -1.2684 0.9168 -0.7365 0.24
H -1.5634 -1.7029 -0.0918 0.33
H 0.7811 2.0031 -0.9643 0.09
```

Energy relative to the best compared isomer or geometry (same formula, charge and spin) (eV): 1.524
HOMO level (alpha / beta) (eV): -8.502 / -8.503
HOMO-LUMO gap (alpha / beta) (eV): 7.03 / 7.03
LUMO energy (alpha / beta) (Ha): -0.0543 / -0.0542



C3H3N2S | wB97M-V/def2-TZVPD

The geometry in XYZ format:
```
9
Properties=species:S:1:pos:R:3:mulliken_charge:R:1
C 0.6497 0.4619 0.1481 -0.29
C 0.0907 -0.2367 -0.9401 -0.23
C -1.1169 -0.3512 0.8296 -0.03
N -0.1533 0.4350 1.1984 -0.62
N -1.0290 -0.8236 -0.4169 -0.57
S -2.7207 -0.4060 -2.8741 -0.17
H 1.4633 1.3313 0.2364 0.24
H 0.5910 -0.5478 -1.8582 0.35
H -1.8717 -0.5696 1.6599 0.31
```

Energy relative to the best compared isomer or geometry (same formula, charge and spin) (eV): 3.478
HOMO level (alpha / beta) (eV): -3.527 / -3.522
HOMO-LUMO gap (alpha / beta) (eV): 5.11 / 5.11
Net charge: -1
LUMO energy (alpha / beta) (Ha): 0.0582 / 0.0583



C32H28AsBr2N2O10PSV | wB97M-V/def2-TZVPD

The geometry in XYZ format:
```
78
Properties=species:S:1:pos:R:3:mulliken_charge:R:1
V -0.1304 -1.2340 -1.0409 0.32
Br 6.7105 -3.7109 -2.9177 -0.32
C 4.8442 -3.3484 -2.6411 -0.18
C 3.9067 -3.9310 -3.4897 -0.46
C 2.5643 -3.6329 -3.3055 -0.75
C 2.1117 -2.7992 -2.2657 -0.52
O 0.8338 -2.5399 -2.1685 -0.17
C 3.0943 -2.3110 -1.3363 0.76
C 2.7104 -1.6828 -0.1186 -0.80
N 1.4225 -1.5717 0.2893 0.66
C 1.1505 -1.3463 1.5979 0.64
C 2.0432 -1.0121 2.6270 -0.92
C 1.5905 -0.9282 3.9523 -0.85
C 0.2822 -1.1859 4.3066 -0.62
C -0.6615 -1.5021 3.2876 1.12
C -2.0189 -1.7712 3.5162 -0.83
C -2.8385 -2.0708 2.4552 -0.97
C -2.3162 -2.0930 1.1594 -0.44
N -1.0509 -1.8219 0.9015 0.60
C -0.2282 -1.5436 1.9426 -0.20
C 4.4604 -2.5560 -1.5866 -0.43
H 4.2231 -4.5978 -4.2818 0.38
H 1.8113 -4.0270 -3.9793 0.45
H 3.5095 -1.4020 0.5572 -0.05
H 3.0791 -0.7928 2.4113 0.31
H 2.3030 -0.6690 4.7291 0.34
H -0.0387 -1.1492 5.3429 0.35
H -2.4023 -1.7469 4.5321 0.34
H -3.8883 -2.2920 2.6025 0.45
H -2.9449 -2.3639 0.3220 0.88
H 5.2022 -2.1365 -0.9146 0.44
O -4.1109 -3.1032 -1.8139 -0.79
As -2.9563 -1.7655 -2.3642 1.06
O -3.0991 -1.9266 -3.9879 -0.94
O -1.6102 -2.4108 -1.5670 -0.01
C -4.1251 -0.4668 -1.5264 0.33
C -5.4618 -0.5392 -1.9106 -0.58
C -6.4185 0.2495 -1.2924 -0.74
C -6.0330 1.1262 -0.2807 -0.53
C -4.6966 1.2442 0.0701 -0.54
C -3.7339 0.4549 -0.5548 -0.03
S -1.4402 1.2601 -1.6204 0.77
O -2.4216 0.6175 -0.2140 -0.14
O -2.3047 2.3118 -2.1485 -0.71
O -1.4993 0.0487 -2.5287 -0.92
H -3.6852 -3.8787 -2.2053 0.26
H -5.7273 -1.2439 -2.6842 0.44
H -7.4611 0.1726 -1.5771 0.37
H -6.7752 1.7241 0.2393 0.39
H -4.3793 1.9460 0.8339 0.29
Br 2.4442 5.4753 -0.2530 -0.25
C 3.1818 3.7831 -0.7611 -0.16
C 4.5526 3.6248 -0.6551 -0.45
C 5.1068 2.4158 -1.0567 -0.67
C 4.2960 1.4115 -1.5695 -0.75
C 2.9233 1.5870 -1.6539 0.58
C 2.3476 2.7798 -1.2305 0.33
C 2.1052 0.4684 -2.2618 -0.22
O 2.5303 -0.0394 -3.2751 -0.63
O 1.0155 0.1680 -1.6195 0.62
H 5.1712 4.4310 -0.2832 0.39
H 6.1789 2.2663 -0.9773 0.37
H 4.7142 0.4711 -1.9174 0.48
H 1.2760 2.9093 -1.2925 0.45
C -1.6319 1.6793 2.9375 -0.93
P -0.4566 2.2940 1.7231 1.64
C -1.3114 3.6243 0.8661 -1.17
C 0.7863 3.1408 2.7260 -1.16
O 0.1968 1.2509 0.8734 -0.32
H -2.1543 2.5111 3.4208 0.55
H -1.0796 1.0982 3.6789 0.21
H -2.3452 1.0178 2.4373 -0.07
H -1.7147 4.3387 1.5894 0.44
H -2.1049 3.2276 0.2303 0.21
H -0.5979 4.1343 0.2158 0.20
H 0.3529 3.8695 3.4197 0.42
H 1.4912 3.6421 2.0566 0.18
H 1.3303 2.3685 3.2783 0.25
```

Energy relative to the best compared isomer or geometry (same formula, charge and spin) (eV): 3.087
HOMO level (alpha / beta) (eV): -0.270 / -2.334
HOMO-LUMO gap (alpha / beta) (eV): 3.98 / 6.04
Net charge: -2
Multiplicity: 4
LUMO energy (alpha / beta) (Ha): 0.1363 / 0.1363